1.
Here is a cluster of 2 separate species, C5H12O in total in a non-equilibrium geometry from OMol25. Energies are from wB97M-V/def2-TZVPD.

Each line ends with the Löwdin charge.
CARTESIAN COORDINATES (ANGSTROEM)
C 2.037 -0.448 -0.177  -0.131
C 0.678 -0.998 -0.063  -0.199
C -0.340 -0.545 0.698  -0.327
C -1.706 -1.238 0.845  -0.069
C -0.173 0.840 1.448  -0.067
H 1.897 0.719 -0.399  0.105
H 2.675 -0.886 -1.095  0.115
H 2.601 -0.549 0.699  0.042
H 0.498 -1.983 -0.617  0.118
H -1.502 -1.979 0.063  0.056
H -1.776 -1.791 1.786  0.073
H -2.584 -0.559 0.630  0.096
H 0.304 1.605 0.885  0.035
H -1.179 1.275 1.738  0.080
H 0.285 0.738 2.451  0.078
O -0.924 2.093 -2.961  -0.042
H -0.421 1.909 -3.719  0.000
H -0.371 1.796 -2.214  0.037

As for the lowest unoccupied orbital energy: 0.78 eV. Its net charge is 0.

---

2.
Here is a structure of composition C8H22F3N8O6Ti in a non-equilibrium geometry from OMol25. Energies are from wB97M-V/def2-TZVPD.

Each line ends with the Löwdin charge.
CARTESIAN COORDINATES (ANGSTROEM)
Ti -0.787 0.023 -0.929  0.751
C 1.065 0.231 1.677  -0.391
O 1.559 -0.299 2.910  -0.106
O 0.395 -0.790 0.943  -0.298
C 0.190 1.495 2.005  -0.473
F -0.546 1.525 3.196  0.104
F 1.019 2.565 2.008  0.124
F -0.726 1.674 1.019  0.065
C 2.563 0.481 3.680  -0.231
C 2.993 -0.453 4.744  -0.097
H 3.266 -1.436 4.359  0.081
H 3.986 -0.120 5.045  0.072
H 2.402 -0.540 5.655  0.083
H 2.142 1.365 4.159  0.116
H 3.396 0.703 3.013  0.118
H 1.951 0.492 1.097  0.130
C -3.255 -1.787 1.748  -0.739
O -4.272 -1.946 2.434  0.010
N -2.449 -2.681 1.253  0.175
N -2.671 -0.619 1.519  0.136
H -2.555 -3.643 1.539  0.124
H -1.584 -2.256 0.950  0.083
H -1.665 -0.693 1.562  0.052
H -3.266 0.128 1.849  0.119
C -3.390 0.982 -2.208  -0.807
O -2.915 -0.022 -1.734  -0.035
N -3.944 1.963 -1.496  0.185
N -3.274 1.264 -3.413  0.194
H -4.550 2.578 -2.020  0.110
H -4.065 1.778 -0.510  0.119
H -2.800 0.613 -4.023  0.136
H -3.633 2.098 -3.854  0.128
C 1.069 1.955 -2.258  -0.792
O 0.339 2.185 -1.274  -0.051
N 0.968 2.392 -3.470  0.173
N 2.181 1.286 -2.122  0.174
H 0.279 3.128 -3.410  0.129
H 1.784 2.354 -4.065  0.115
H 2.480 0.905 -1.236  0.117
H 2.763 1.524 -2.912  0.103
C 1.161 -2.298 -2.179  -0.766
O 0.013 -1.844 -2.271  -0.033
N 1.842 -2.756 -3.160  0.153
N 1.962 -2.393 -1.181  0.182
H 1.249 -3.030 -3.930  0.128
H 2.803 -3.064 -3.120  0.118
H 2.854 -2.836 -1.350  0.116
H 1.672 -2.182 -0.237  0.099

The expectation value of S² is 3.752. Its multiplicity is 4. As for the lowest unoccupied orbital energy (spin up / spin down): 0.27 / 0.00 eV. Its net charge is 0.

---

3.
Here is a structure of composition C27H29AsINOPPd in a non-equilibrium geometry from OMol25. Energies are from wB97M-V/def2-TZVPD.

Each line ends with the Löwdin charge.
CARTESIAN COORDINATES (ANGSTROEM)
Pd 0.203 -0.122 0.035  0.513
C 1.598 -0.091 6.214  -0.059
C 0.622 0.837 5.879  -0.058
C 0.010 0.794 4.634  -0.073
C 0.380 -0.190 3.720  -0.361
C 1.357 -1.127 4.063  -0.105
C 1.964 -1.077 5.306  -0.068
P -0.433 -0.376 2.127  0.997
C -1.358 1.196 1.869  -0.353
C -0.642 2.397 1.857  -0.131
C -1.263 3.587 1.516  -0.074
C -2.611 3.595 1.182  -0.075
C -3.333 2.412 1.211  -0.061
C -2.714 1.218 1.557  -0.062
C -1.697 -1.636 2.180  -0.323
C -2.310 -2.179 3.274  -0.047
C -3.347 -3.116 3.076  -0.056
C -3.709 -3.493 1.811  -0.008
C -3.060 -2.965 0.666  -0.159
C -3.331 -3.403 -0.653  -0.027
C -2.590 -2.924 -1.694  -0.069
C -1.577 -1.955 -1.484  -0.105
C -1.304 -1.476 -0.235  -0.194
C -2.041 -2.007 0.860  -0.231
H 2.071 -0.048 7.186  0.112
H 0.331 1.599 6.590  0.113
H -0.754 1.517 4.383  0.107
H 1.639 -1.898 3.354  0.112
H 2.721 -1.804 5.568  0.112
H 0.405 2.404 2.134  0.073
H -0.697 4.510 1.520  0.109
H -3.101 4.524 0.919  0.109
H -4.387 2.413 0.966  0.112
H -3.290 0.302 1.568  0.111
H -2.011 -1.894 4.276  0.114
H -3.847 -3.546 3.932  0.110
H -4.486 -4.236 1.672  0.120
H -4.109 -4.136 -0.822  0.117
H -2.779 -3.280 -2.699  0.107
H -1.021 -1.602 -2.345  0.071
N -0.406 0.840 -3.796  0.188
C -0.624 1.609 -2.722  -0.637
O -0.328 1.275 -1.576  -0.092
C -1.231 2.965 -2.948  -0.551
I -3.258 2.780 -3.598  0.833
H -0.064 -0.098 -3.670  0.109
H -0.776 1.095 -4.696  0.105
H -0.699 3.527 -3.711  0.058
H -1.246 3.502 -2.007  0.045
C 3.959 -0.143 -0.372  -0.295
As 2.511 0.973 0.275  1.041
C 3.162 1.393 2.056  -0.287
C 2.832 2.639 -0.666  -0.288
H 4.912 0.367 -0.244  0.038
H 3.805 -0.365 -1.426  0.027
H 3.966 -1.076 0.188  0.029
H 4.118 1.911 1.990  0.038
H 3.289 0.467 2.616  0.021
H 2.451 2.019 2.591  0.013
H 3.788 3.064 -0.365  0.035
H 2.029 3.339 -0.440  0.022
H 2.841 2.450 -1.738  0.028

As for the lowest unoccupied orbital energy: -2.96 eV. Its net charge is +1.

---

4.
Here is a cluster of 2 separate species, C2H8N2O2 in total in a non-equilibrium geometry from OMol25. Energies are from wB97M-V/def2-TZVPD.

Each line ends with the Löwdin charge.
CARTESIAN COORDINATES (ANGSTROEM)
N -1.494 0.025 0.917  0.339
C -1.716 0.110 -0.507  -0.217
O -0.590 0.717 -1.088  0.018
H -1.064 0.819 1.386  0.160
H -1.290 -0.901 1.283  0.158
H -2.637 0.678 -0.673  0.171
H -1.832 -0.908 -0.886  0.158
H -0.926 1.270 -1.788  0.121
C 1.845 -0.942 0.194  -0.421
N 2.162 0.375 0.195  0.136
O 1.962 -1.762 1.070  0.064
H 1.300 -1.205 -0.734  0.132
H 2.787 0.768 0.888  0.123
H 1.493 0.955 -0.259  0.058

The expectation value of S² is 0.756. Its multiplicity is 2. As for the lowest unoccupied orbital energy (spin up / spin down): -3.62 / -9.54 eV. Its net charge is +1.

---

Sequential energy output: -272.88664; -2356.55984; -4178.80469; -340.63642 a.u.